(1)
Density functional theory data (wB97M-V/def2-TZVPD) for the molecule C15H23N5O3.

Summary:
Total charge: 0
DFT total energy, eV: -29517.82917
E_HOMO, eV: -9.075
ΔE to the lowest compared entry with this formula, charge and spin, kJ/mol: 501.9

XYZ file:
```
46
Properties=species:S:1:pos:R:3:forces:R:3:nbo_charge:R:1
C -1.779 -0.827 -1.740 1.442 0.083 -0.873 -0.1243
C -0.812 0.431 -1.398 -1.365 -0.916 0.090 0.7056
C -2.153 -1.394 -0.409 -0.240 0.403 3.095 -0.4525
C -3.524 -2.203 -0.393 2.420 1.591 0.011 -0.4162
C -4.599 -1.427 0.194 -2.601 0.741 1.919 -0.2086
C -3.822 0.493 1.552 -1.340 0.407 -1.332 0.5555
C 1.516 0.975 -0.795 0.159 -1.629 0.760 -0.1535
C 1.430 2.417 -0.235 -1.460 2.252 -2.958 0.7637
C 2.939 0.617 -1.335 -0.401 -1.589 1.765 -0.4374
C 3.617 -0.149 -0.161 2.377 -1.431 2.073 0.0006
C 4.658 -1.090 -0.381 -0.960 0.594 -0.610 -0.2051
C 3.307 -0.040 1.279 -1.063 2.092 -3.109 -0.2173
C 5.197 -1.914 0.641 -0.079 0.874 -1.481 -0.2236
C 3.727 -0.909 2.232 1.254 -1.270 0.150 -0.2229
C 4.762 -1.868 1.913 -2.432 0.151 1.957 -0.2077
H -1.622 -2.599 -2.640 -1.593 -1.426 -0.972 0.3523
H -0.244 -2.487 -1.919 -1.770 2.448 -0.615 0.3640
H -2.745 -0.605 -2.344 1.959 0.097 0.709 0.2270
H -2.037 -0.547 0.453 -0.921 -2.284 -2.272 0.2686
H -1.349 -2.101 -0.142 -0.286 0.220 -0.009 0.2078
H -3.812 -2.572 -1.324 -0.178 -0.512 -2.070 0.1985
H -3.508 -3.048 0.231 0.903 -1.264 0.851 0.2110
H -5.015 -0.555 -0.372 0.430 -1.038 0.054 0.1886
H -5.445 -2.186 0.440 0.941 1.578 -0.525 0.1918
H -4.622 -1.315 2.211 -0.417 0.210 1.182 0.3904
H -2.034 0.387 2.284 -1.475 0.932 -0.618 0.3404
H -5.588 1.051 0.543 1.515 0.710 0.811 0.3634
H -4.263 2.202 0.362 -0.939 -2.129 1.927 0.4147
H 0.793 -0.055 -2.612 -0.580 0.453 1.743 0.4331
H 1.249 0.363 0.129 1.014 0.689 -0.941 0.2203
H 2.822 -0.189 -2.110 0.277 1.090 0.348 0.2161
H 3.569 1.463 -1.665 -0.725 -0.289 0.049 0.2673
H 5.019 -1.240 -1.415 -0.170 0.040 0.606 0.2041
H 2.694 0.859 1.515 0.114 -1.099 0.351 0.2101
H 5.949 -2.615 0.384 0.620 -0.577 -0.374 0.2121
H 3.218 -0.895 3.196 0.577 0.147 -0.018 0.2217
H 5.016 -2.664 2.645 0.092 0.890 -0.524 0.2186
H -0.259 1.987 0.357 -1.280 -0.965 -0.104 0.5026
N -0.987 -1.883 -2.467 2.178 0.318 0.419 -0.8565
N -4.059 -0.925 1.499 -0.725 0.749 -1.025 -0.6948
N -2.784 1.052 1.919 3.885 -0.624 2.364 -0.6684
N -4.716 1.437 0.996 -1.615 0.196 -2.563 -0.8537
N 0.483 0.368 -1.696 1.348 0.162 -2.414 -0.6119
O -1.194 1.293 -0.615 -1.303 -0.703 -0.329 -0.6555
O 1.994 3.398 -0.690 1.039 -1.634 0.523 -0.5649
O 0.433 2.602 0.587 1.377 1.265 1.976 -0.6750
```
Forces are in eV/Å.

(2)
Density functional theory data (wB97M-V/def2-TZVPD) for a structure of composition C15H23N5O4.

Summary:
Total charge: 0
DFT total energy, eV: -31557.26180
E_HOMO, eV: -8.195
ΔE to the lowest compared entry with this formula, charge and spin, kJ/mol: 1292.6

XYZ file:
```
47
Properties=species:S:1:pos:R:3:forces:R:3:nbo_charge:R:1
C -0.463 -1.271 1.392 0.819 1.963 -0.137 -0.1618
C 0.006 0.037 0.657 2.232 -2.467 -3.165 0.7457
C -0.804 -2.232 0.316 -0.845 -1.627 -4.614 -0.4597
C -0.554 -3.716 0.561 0.114 -3.558 2.715 -0.4277
C -1.174 -4.193 2.030 -2.640 -4.460 -3.913 -0.2220
C -3.570 -4.444 1.413 0.601 0.932 0.883 0.6024
C 1.410 1.112 -1.191 -1.468 2.621 1.725 -0.1906
C 2.614 0.743 -1.799 4.982 -1.361 -2.851 0.7820
C 1.713 2.226 -0.023 -0.744 -3.650 2.289 -0.4892
C 1.717 3.552 -0.588 -3.572 2.490 -1.795 -0.0702
C 2.709 4.392 -0.973 3.465 -0.418 -0.681 -0.1852
C 0.299 4.055 -1.067 3.493 1.411 1.104 -0.1731
C 2.572 5.475 -1.976 8.557 -1.807 1.148 -0.2876
C 0.236 5.356 -1.521 -0.153 -1.565 -3.381 -0.2575
C 1.456 5.958 -2.184 -10.340 3.863 -1.513 0.2715
H -2.132 0.058 2.194 3.111 -4.405 0.914 0.4251
H -1.107 -0.972 3.580 -0.933 0.209 -4.962 0.4048
H 0.332 -1.792 1.823 1.901 -0.100 1.274 0.2190
H -0.157 -2.155 -0.671 -1.169 0.903 2.038 0.2492
H -1.852 -2.037 -0.053 0.813 -0.483 0.468 0.2504
H 0.600 -4.130 0.566 -2.603 1.591 -0.011 0.2039
H -1.070 -4.443 -0.126 0.454 1.304 0.064 0.2292
H -1.429 -5.355 2.133 2.762 1.999 -0.260 0.2255
H -0.619 -3.686 2.716 1.432 0.666 2.593 0.1757
H -2.451 -2.933 2.384 -1.923 3.828 -0.187 0.4175
H -4.632 -4.419 -0.069 -0.422 1.972 0.995 0.3243
H -3.413 -6.300 2.644 0.785 0.203 3.377 0.3921
H -4.089 -6.694 1.257 1.215 2.786 0.666 0.3850
H 1.806 -0.765 -0.432 -1.378 1.095 -0.006 0.4455
H 0.752 1.566 -2.019 0.300 -0.904 1.526 0.2500
H 2.661 1.800 0.611 -2.040 1.340 -1.739 0.2185
H 0.518 1.790 0.647 3.785 3.216 -1.706 0.3410
H 3.821 4.144 -0.685 -2.293 0.324 -0.524 0.2094
H -0.613 3.483 -1.013 0.042 -0.298 0.460 0.2155
H 3.448 5.994 -2.602 -1.450 -1.659 1.829 0.2199
H -0.741 5.548 -2.044 0.923 0.658 0.927 0.2204
H 1.981 7.870 -2.910 -4.241 -3.909 -1.472 0.4615
H 4.158 1.378 -2.814 -4.448 0.793 0.494 0.5087
N -1.460 -1.005 2.421 -2.038 3.441 2.886 -0.9060
N -2.598 -3.858 2.215 1.198 -1.807 0.778 -0.7001
N -4.226 -3.639 0.573 0.788 -5.749 -0.008 -0.7050
N -3.541 -5.909 1.788 -2.699 0.610 -6.515 -0.8943
N 1.051 -0.023 -0.462 -3.634 -3.022 4.155 -0.6569
O -0.636 1.046 0.798 -1.009 0.537 0.431 -0.6027
O 3.275 -0.286 -1.660 -0.962 0.447 0.867 -0.6421
O 1.106 7.030 -3.176 5.232 1.936 3.559 -0.6934
O 3.088 1.642 -2.662 4.000 0.109 -0.724 -0.6684
```
Forces are in eV/Å.

(3)
Density functional theory data (wB97M-V/def2-TZVPD) for the molecule C15H23NO3.

Summary:
Total charge: 0
DFT total energy, eV: -23559.19955
E_HOMO, eV: -8.474
ΔE to the lowest compared entry with this formula, charge and spin, kJ/mol: 358.3

XYZ file:
```
42
Properties=species:S:1:pos:R:3:forces:R:3:nbo_charge:R:1
C 4.228 1.766 -0.744 0.080 0.080 -0.010 -0.2191
C 4.794 0.574 -0.326 0.115 0.011 -0.012 -0.2099
C 3.991 -0.527 -0.085 -0.080 -0.034 0.009 -0.2089
C 2.617 -0.452 -0.263 0.086 -0.019 -0.030 -0.0511
C 2.056 0.747 -0.685 0.010 -0.045 -0.016 -0.1546
C 2.857 1.850 -0.918 0.011 0.052 -0.054 -0.2223
H 2.409 2.779 -1.239 -0.044 0.081 -0.024 0.2107
H 0.986 0.813 -0.797 -0.139 0.021 0.009 0.2238
C 1.752 -1.665 -0.037 -0.063 -0.057 -0.034 -0.2279
N 0.427 -1.329 0.444 0.058 0.013 0.068 -0.4602
C -0.528 -2.411 0.288 -0.292 0.150 -0.529 -0.2393
H -1.150 -2.508 1.181 0.024 -0.063 -0.005 0.2079
H -0.016 -3.370 0.133 -0.020 0.035 0.073 0.1874
C -1.461 -2.148 -0.902 0.059 -0.419 0.136 -0.0614
H -1.829 -3.100 -1.316 0.030 0.104 -0.016 0.1657
H -0.897 -1.623 -1.681 0.029 -0.037 0.011 0.1740
O -2.568 -1.377 -0.478 0.121 0.023 0.339 -0.5577
C -3.111 -0.532 -1.470 0.073 0.322 -0.140 -0.1019
H -3.095 -1.036 -2.445 -0.023 0.008 0.032 0.1724
H -4.154 -0.360 -1.190 0.078 0.029 -0.122 0.2001
C -2.389 0.830 -1.564 -0.117 -0.340 -0.153 -0.1018
H -1.374 0.726 -1.165 -0.021 -0.062 -0.113 0.1944
H -2.340 1.161 -2.604 0.032 -0.075 0.046 0.1878
O -3.083 1.864 -0.896 -0.017 0.145 0.008 -0.5353
C -3.073 1.774 0.513 0.364 0.134 0.186 -0.1038
H -3.326 0.758 0.836 -0.064 0.040 0.061 0.1765
C -1.742 2.219 1.146 -0.445 0.048 -0.078 -0.0890
O -0.692 1.287 1.062 0.189 -0.123 -0.124 -0.5471
C -0.804 0.184 1.932 0.183 -0.182 0.180 -0.0728
C 0.427 -0.703 1.749 -0.365 0.278 0.105 -0.2346
H 0.457 -1.441 2.571 0.052 0.059 -0.048 0.1700
H 1.312 -0.068 1.818 -0.037 -0.033 0.125 0.2214
H -1.711 -0.393 1.714 0.031 0.031 0.052 0.1801
H -0.856 0.536 2.976 -0.002 -0.047 -0.097 0.1663
H -1.928 2.480 2.200 0.007 0.018 -0.054 0.1643
H -1.384 3.106 0.617 -0.125 0.005 0.093 0.1989
H -3.858 2.458 0.846 0.062 -0.085 0.085 0.1923
H 2.273 -2.366 0.644 -0.017 0.017 -0.116 0.1699
H 1.629 -2.175 -1.000 0.026 -0.064 0.098 0.2076
H 4.438 -1.455 0.246 0.027 -0.089 0.054 0.2058
H 5.863 0.501 -0.184 0.078 0.000 0.011 0.2105
H 4.854 2.627 -0.928 0.044 0.068 -0.007 0.2108
```
Forces are in eV/Å.

| no. | orbital gap (eV) |
| --- | --- |
| 1 | 9.6 |
| 2 | 8.7 |
| 3 | 9.4 |